1.
{
  "formula": "C60H49GeN3O2P2Pb",
  "method": "wB97M-V/def2-TZVPD",
  "species": ["Pb", "C", "O", "C", "C", "C", "C", "C", "C", "N", "N", "C", "C", "C", "C", "O", "C", "N", "C", "C", "C", "C", "H", "H", "H", "H", "H", "H", "H", "H", "H", "H", "H", "H", "C", "Ge", "C", "C", "C", "C", "C", "C", "C", "C", "C", "C", "C", "C", "C", "C", "C", "C", "C", "C", "H", "H", "H", "H", "H", "H", "H", "H", "H", "H", "H", "H", "H", "H", "H", "C", "P", "C", "C", "C", "C", "C", "C", "C", "C", "C", "C", "C", "C", "P", "C", "C", "C", "C", "C", "C", "C", "C", "C", "C", "C", "C", "H", "H", "H", "H", "H", "H", "H", "H", "H", "H", "H", "H", "H", "H", "H", "H", "H", "H", "H", "H", "H", "H"],
  "coordinates": [[0.967, -0.860, 1.272], [4.809, 11.972, -0.975], [4.709, 10.862, -1.844], [4.287, 9.655, -1.439], [4.679, 9.050, -0.216], [4.510, 7.737, 0.078], [4.065, 6.896, -0.936], [3.744, 7.431, -2.220], [3.677, 8.807, -2.401], [3.970, 5.505, -0.708], [3.518, 5.178, 0.466], [3.544, 3.885, 0.820], [4.615, 3.010, 0.373], [4.608, 1.667, 0.643], [3.394, 1.051, 1.152], [3.170, -0.244, 1.073], [2.339, 1.864, 1.605], [1.294, 1.232, 2.274], [0.294, 1.989, 2.712], [0.371, 3.394, 2.771], [1.455, 4.029, 2.249], [2.398, 3.267, 1.542], [4.461, 11.823, 0.088], [4.176, 12.742, -1.456], [5.879, 12.311, -0.949], [5.054, 9.672, 0.553], [4.665, 7.210, 1.034], [3.488, 6.724, -2.976], [3.248, 9.109, -3.320], [5.371, 3.483, -0.161], [5.328, 0.933, 0.262], [-0.576, 1.453, 3.120], [-0.462, 3.948, 3.209], [1.552, 5.121, 2.203], [0.426, -0.706, -0.901], [0.759, -0.649, -2.862], [1.993, -2.148, -3.133], [3.013, -2.169, -4.078], [3.890, -3.249, -4.216], [3.728, -4.319, -3.302], [2.769, -4.310, -2.304], [1.812, -3.298, -2.315], [-0.920, -0.871, -3.892], [-1.120, -2.027, -4.710], [-2.336, -2.214, -5.362], [-3.354, -1.226, -5.282], [-3.101, -0.047, -4.559], [-1.928, 0.135, -3.870], [1.800, 0.902, -3.245], [1.505, 1.823, -4.252], [2.409, 2.853, -4.554], [3.726, 2.793, -4.211], [4.030, 1.870, -3.232], [3.139, 0.927, -2.795], [3.042, -1.437, -4.851], [4.544, -3.324, -5.109], [4.385, -5.146, -3.403], [2.789, -5.074, -1.526], [0.968, -3.370, -1.608], [-0.365, -2.870, -4.718], [-2.567, -3.120, -5.875], [-4.270, -1.399, -5.787], [-3.860, 0.720, -4.440], [-1.801, 1.011, -3.244], [0.579, 1.772, -4.802], [2.012, 3.588, -5.282], [4.433, 3.428, -4.698], [5.046, 1.937, -2.811], [3.523, 0.258, -2.084], [-2.395, -3.736, 3.163], [-1.649, -2.094, 2.945], [-1.412, -1.644, 4.715], [-0.465, -2.390, 5.446], [-0.250, -2.328, 6.804], [-0.824, -1.275, 7.530], [-1.543, -0.332, 6.770], [-1.860, -0.507, 5.447], [-3.003, -1.033, 2.324], [-2.684, -0.114, 1.275], [-3.662, 0.746, 0.777], [-4.962, 0.637, 1.295], [-5.261, -0.183, 2.396], [-4.277, -0.966, 2.984], [-3.896, -4.013, 2.068], [-4.431, -5.703, 2.382], [-4.255, -6.336, 3.580], [-5.003, -7.444, 3.947], [-5.910, -8.063, 3.030], [-6.090, -7.424, 1.790], [-5.385, -6.276, 1.473], [-3.023, -4.401, 0.502], [-2.970, -3.410, -0.467], [-2.635, -3.711, -1.806], [-2.005, -4.933, -2.073], [-2.034, -5.905, -1.097], [-2.349, -5.567, 0.215], [-2.656, -3.983, 4.201], [-1.619, -4.514, 2.943], [0.242, -3.086, 4.888], [0.451, -3.039, 7.245], [-0.671, -1.157, 8.601], [-1.860, 0.590, 7.288], [-2.408, 0.314, 4.908], [-1.632, -0.110, 0.824], [-3.473, 1.485, 0.008], [-5.759, 1.240, 0.832], [-6.286, -0.178, 2.743], [-4.406, -1.648, 3.842], [-3.489, -5.916, 4.300], [-4.914, -7.864, 4.985], [-6.409, -8.985, 3.200], [-6.566, -7.896, 0.966], [-5.669, -5.936, 0.496], [-3.435, -2.400, -0.286], [-2.849, -2.986, -2.586], [-1.725, -5.231, -3.128], [-1.770, -6.936, -1.330], [-2.162, -6.304, 1.054]],
  "atomic_forces_ev_per_a": [[0.8, -1.8, 0.4], [0.2, 0.8, 0.6], [-0.5, 0.3, -0.1], [0.2, -2.4, 0.1], [-0.4, 1.9, -0.4], [-0.8, -1.8, -0.2], [-0.2, 0.2, -0.7], [0.0, -0.3, 2.3], [1.1, -0.7, 0.9], [-0.6, -1.3, 1.9], [0.1, 3.2, -2.2], [0.4, -4.2, -0.2], [-2.9, 1.1, 1.5], [-1.9, -1.9, 0.2], [1.3, -1.4, -1.7], [0.7, 1.2, 0.1], [-0.7, 0.8, 1.8], [-0.5, 2.0, -1.2], [0.5, -0.6, 0.4], [-0.8, 0.0, 0.3], [-0.3, 0.5, -1.0], [2.7, 1.2, -0.6], [0.2, -0.2, -1.2], [0.5, -0.1, 0.5], [-1.0, -0.3, 0.0], [0.6, 0.7, 0.6], [0.3, 0.9, -0.3], [-0.4, -0.2, -0.5], [0.1, 0.9, -0.8], [1.4, 0.6, -0.8], [0.0, 0.6, 0.2], [0.3, 0.2, -0.1], [0.4, -0.2, 0.0], [-0.1, -0.5, 0.3], [-0.1, 0.7, -1.1], [-0.6, -0.9, 1.0], [-0.8, -1.4, 0.5], [0.2, -0.8, -0.3], [-1.1, -0.8, 0.4], [0.7, 1.1, -0.8], [-0.2, 0.2, -0.3], [0.4, 0.8, 0.4], [-0.1, 0.0, -0.9], [0.5, -0.1, 1.1], [-0.8, 1.5, 0.5], [2.1, -0.1, 0.6], [-1.0, -0.5, -0.3], [1.4, -1.3, 0.3], [1.3, 0.3, -1.4], [0.2, 0.4, 1.2], [-1.7, 0.0, -2.4], [-0.8, 0.1, 0.6], [2.0, 0.3, 0.1], [-1.0, 1.0, 0.0], [0.2, 0.9, -0.2], [-0.3, 0.1, 1.0], [0.6, -0.7, 0.1], [-0.3, 0.0, -0.4], [0.5, 0.3, -0.3], [-0.8, 1.2, 0.0], [0.1, -0.5, -0.4], [-0.8, 0.0, -0.3], [-0.1, -0.1, -0.3], [0.1, 0.0, -0.1], [-0.4, 0.2, 0.2], [0.6, -0.4, 0.4], [0.5, 0.5, 0.3], [-0.5, -0.5, -0.2], [0.1, -1.1, 1.1], [-0.2, -2.0, 0.2], [0.1, 0.5, 0.2], [0.8, 1.1, 1.4], [0.9, -1.8, -2.0], [0.1, 0.8, 0.8], [-0.1, -0.2, -1.1], [0.1, 0.5, 1.9], [-0.6, 0.2, -2.1], [-0.4, 1.5, 0.6], [0.8, -0.8, 0.3], [-0.7, -0.5, 0.6], [0.2, 0.3, -0.1], [0.0, 0.3, -0.3], [1.3, -0.5, -1.2], [0.9, 0.0, -0.5], [-1.7, -0.3, -1.2], [1.0, 0.3, 1.7], [-1.2, -1.8, 0.3], [1.4, 2.0, 0.0], [1.7, -0.3, 1.0], [0.2, -0.2, 1.0], [1.1, 1.6, 0.1], [-1.9, 1.1, -1.6], [1.1, 0.2, 1.0], [-1.5, -0.2, -2.0], [1.3, -0.4, 0.7], [-0.4, -2.1, 1.1], [-0.2, 0.6, -0.1], [-0.5, 0.7, -0.1], [-1.3, 0.6, 0.6], [-0.3, 0.3, 0.0], [0.0, 0.0, -0.3], [0.0, -0.5, -0.4], [0.3, -1.0, 0.6], [-1.7, 0.0, 0.6], [0.2, -0.2, -0.1], [0.4, -0.3, 0.4], [0.1, -0.1, 0.2], [-0.4, 0.6, -0.5], [-1.1, -0.6, -0.7], [0.1, 0.4, -1.2], [-0.3, -0.5, 0.6], [-1.0, -0.4, -0.3], [0.6, 0.9, -0.3], [0.4, -1.2, -0.1], [0.4, 0.0, 0.1], [-0.4, 0.5, 1.3], [0.4, 0.3, 0.1], [-0.6, 0.6, -1.2]],
  "lowdin_charge": [1.13, -0.08, -0.09, -0.27, -0.03, -0.05, -0.27, -0.01, 0.00, 0.08, 0.04, -0.21, -0.01, 0.00, -0.35, -0.29, -0.18, -0.05, -0.12, -0.05, 0.00, -0.07, 0.10, 0.09, 0.10, 0.09, 0.12, 0.10, 0.10, 0.08, 0.12, 0.11, 0.11, 0.13, -0.32, 0.85, -0.29, -0.12, -0.07, -0.10, -0.09, -0.11, -0.26, -0.12, -0.10, -0.07, -0.10, -0.13, -0.28, -0.10, -0.10, -0.09, -0.10, -0.11, 0.09, 0.11, 0.08, 0.10, 0.09, 0.12, 0.09, 0.08, 0.10, 0.10, 0.09, 0.11, 0.10, 0.11, 0.09, -0.53, 0.90, -0.36, -0.14, -0.10, -0.07, -0.11, -0.11, -0.43, -0.13, -0.08, -0.08, -0.08, -0.13, 1.05, -0.42, -0.13, -0.08, -0.06, -0.10, -0.09, -0.41, -0.10, -0.07, -0.10, -0.10, -0.11, 0.04, 0.06, 0.13, 0.11, 0.10, 0.11, 0.11, 0.04, 0.10, 0.11, 0.10, 0.11, 0.11, 0.11, 0.08, 0.09, 0.10, 0.11, 0.09, 0.12, 0.11, 0.13],
  "gap_ev": [6.14, 6.24],
  "e_above_lowest_ev": 0.8824,
  "total_energy_ha": -5582.6564,
  "homo_ev": [-6.82, -6.83],
  "e_lumo_ev": [-0.681, -0.591]
}



2.
{
  "formula": "C4H12FOPS",
  "method": "wB97M-V/def2-TZVPD",
  "species": ["C", "C", "P", "C", "C", "S", "F", "H", "H", "H", "H", "H", "H", "H", "H", "H", "H", "H", "O", "H"],
  "coordinates": [[-2.888, -0.101, 0.680], [-2.013, 0.911, -0.323], [-0.211, 0.280, -0.257], [0.898, 1.313, 0.905], [1.926, 0.239, 1.661], [0.648, -0.008, -2.199], [1.015, -1.717, -2.254], [-3.917, 0.357, 1.001], [-2.178, -0.305, 1.617], [-2.958, -1.120, 0.104], [-2.152, 2.013, 0.052], [-2.531, 0.826, -1.377], [1.577, 2.105, 0.372], [0.310, 1.892, 1.759], [1.883, 0.342, 2.829], [2.999, 0.329, 1.202], [1.523, -0.856, 1.408], [-0.305, 0.153, -3.242], [3.484, -3.624, -1.760], [2.889, -3.028, -2.177]],
  "atomic_forces_ev_per_a": [[1.8, -0.2, -0.1], [-2.2, 0.4, 0.1], [-1.3, -0.4, 0.9], [1.9, 1.0, 1.0], [-0.8, -1.0, -0.6], [0.4, 0.4, -0.7], [-0.6, 0.8, 0.1], [2.1, -1.0, -0.8], [-1.9, 0.4, -1.8], [-0.2, 1.9, 1.3], [0.6, -2.0, -0.8], [1.4, 0.3, 1.9], [-1.5, -1.4, 0.8], [0.7, -1.3, -2.2], [0.3, 0.0, -2.4], [-2.1, -0.1, 1.2], [1.1, 2.3, 0.6], [0.6, -0.5, 1.5], [0.5, -0.6, 0.8], [-0.7, 0.9, -0.9]],
  "lowdin_charge": [-0.19, -0.46, 0.73, -0.43, -0.18, 0.75, -0.45, 0.09, 0.08, 0.08, 0.09, 0.09, 0.08, 0.10, 0.08, 0.09, 0.07, -0.02, -0.39, -0.21],
  "gap_ev": 3.41,
  "e_above_lowest_ev": 2.4724,
  "total_energy_ha": -1073.8959,
  "homo_ev": -6.09,
  "e_lumo_ev": -2.679
}



3.
{
  "formula": "CH5ISSi",
  "method": "wB97M-V/def2-TZVPD",
  "species": ["C", "Si", "H", "H", "H", "H", "S", "I", "H"],
  "coordinates": [[1.597, -1.073, -0.700], [1.517, 0.344, 0.346], [0.640, -1.642, -0.967], [2.597, -1.477, -1.075], [2.611, 1.129, 0.729], [0.228, 1.105, 0.642], [-2.322, 0.646, -0.169], [-4.065, -0.796, 0.578], [-2.803, 1.764, 0.615]],
  "atomic_forces_ev_per_a": [[-0.2, 0.3, 0.3], [-1.9, -1.6, -1.6], [1.7, 0.9, 0.3], [-1.7, 0.5, 0.7], [1.4, 0.7, 0.4], [0.8, -0.7, 0.0], [-1.1, 1.6, 1.2], [0.0, 0.0, -0.1], [0.8, -1.6, -1.2]],
  "lowdin_charge": [-0.34, 0.65, -0.02, -0.02, -0.15, -0.14, -0.10, 0.28, -0.16],
  "gap_ev": 7.77,
  "e_above_lowest_ev": 1.7158,
  "total_energy_ha": -1026.3661,
  "homo_ev": -8.54,
  "e_lumo_ev": -0.772
}



4.
{
  "formula": "C4H8N2O",
  "method": "wB97M-V/def2-TZVPD",
  "species": ["C", "C", "C", "N", "H", "H", "H", "H", "H", "H", "H", "N", "C", "O", "H"],
  "coordinates": [[1.501, 0.020, 0.835], [0.236, 0.816, 1.027], [-0.436, 1.495, -0.103], [-0.983, 0.256, 0.448], [2.382, 0.644, 1.024], [1.533, -0.834, 1.519], [1.549, -0.364, -0.188], [0.132, 1.295, 2.001], [-0.023, 1.394, -1.105], [-0.963, 2.429, 0.087], [-1.793, 0.443, 1.031], [-0.086, -1.516, -1.843], [-1.149, -1.853, -1.336], [-2.169, -2.136, -0.845], [0.342, -2.107, -2.539]],
  "atomic_forces_ev_per_a": [[0.0, 0.0, 0.0], [0.2, 0.1, 0.2], [0.1, 0.3, -0.1], [-0.2, -0.1, 0.1], [-0.1, -0.1, 0.0], [0.0, 0.1, -0.1], [0.0, 0.1, 0.2], [0.0, -0.1, -0.2], [0.0, 0.0, 0.2], [0.1, -0.2, 0.0], [0.1, 0.0, 0.0], [-0.5, -0.1, 0.2], [-0.3, -0.2, 0.0], [0.8, 0.2, -0.4], [0.0, 0.0, 0.0]],
  "lowdin_charge": [-0.07, -0.37, -0.15, 0.00, 0.07, 0.07, 0.05, 0.13, 0.10, 0.10, 0.10, 0.16, -0.41, 0.14, 0.08],
  "gap_ev": 10.44,
  "e_above_lowest_ev": 2.0231,
  "total_energy_ha": -341.9293,
  "homo_ev": -9.50,
  "e_lumo_ev": 0.945
}



What is the formula in the second record? C4H12FOPS